# C4H15N2O

A cluster of 2 separate species, C4H15N2O in total in a non-equilibrium geometry (ωB97M-V/def2-TZVPD, the Open Molecules 2025 dataset).

Geometry (Å):
C (-0.054, -0.789, 0.693)
C (-0.038, -0.868, -0.835)
C (1.308, -0.523, -1.471)
C (1.749, 0.925, -1.349)
N (2.170, 1.234, 0.057)
N (-0.716, 0.460, 1.144)
H (0.934, -0.786, 1.148)
H (-0.596, -1.645, 1.092)
H (-0.118, -1.934, -1.077)
H (-0.932, -0.398, -1.239)
H (1.267, -0.698, -2.547)
H (2.052, -1.232, -1.102)
H (2.510, 1.116, -2.099)
H (0.963, 1.685, -1.433)
H (3.069, 0.827, 0.263)
H (2.350, 2.233, 0.104)
H (-0.462, 1.317, 0.641)
H (-1.730, 0.360, 0.984)
H (-0.666, 0.665, 2.147)
H (-4.508, -0.379, 1.069)
H (-3.498, -1.489, 1.152)
O (-3.579, -0.519, 1.291)

Results
E_HOMO (eV): -13.321
2S+1: 1
LUMO (eV): -3.0
Total energy (Ha): -345.91846
HOMO-LUMO gap (Ha): 0.381
Charge: +1

# C18H48AsF6O19S6V

A structure of composition C18H48AsF6O19S6V in a non-equilibrium geometry (ωB97M-V/def2-TZVPD, the Open Molecules 2025 dataset).

Geometry (Å):
O (0.657, -2.263, -0.291)
V (1.612, -1.632, -1.413)
As (-0.625, 1.124, 0.692)
F (-2.266, 0.625, 0.265)
F (-0.383, -0.357, 1.688)
F (0.966, 1.865, 1.038)
F (-0.842, 2.351, -0.545)
F (-1.402, 2.108, 2.006)
F (0.021, -0.003, -0.572)
O (2.460, -3.815, 0.839)
S (2.659, -4.451, 2.126)
O (3.913, -5.147, 2.521)
O (2.311, -3.336, 3.359)
C (1.153, -2.527, 3.133)
C (0.234, -2.953, 4.333)
C (1.332, -5.612, 2.455)
H (0.524, -2.767, 2.276)
H (1.443, -1.486, 2.993)
H (-0.801, -2.628, 4.233)
H (0.780, -2.545, 5.184)
H (0.146, -4.035, 4.437)
H (0.433, -5.173, 2.021)
H (1.107, -5.768, 3.510)
H (1.523, -6.555, 1.943)
O (0.033, -1.106, -2.774)
S (-1.127, -0.610, -3.559)
O (-1.525, -1.348, -4.711)
O (-2.508, -0.462, -2.518)
C (-3.659, 0.120, -3.041)
C (-4.813, -0.327, -2.079)
C (-0.992, 1.121, -4.067)
H (-3.845, -0.174, -4.074)
H (-3.596, 1.203, -2.935)
H (-4.512, -1.247, -1.579)
H (-5.712, -0.544, -2.656)
H (-5.203, 0.370, -1.337)
H (-0.156, 1.084, -4.765)
H (-0.731, 1.793, -3.250)
H (-1.925, 1.389, -4.564)
O (2.460, 0.396, -1.864)
S (3.404, 1.362, -2.399)
O (4.743, 0.903, -2.642)
O (2.748, 1.986, -3.876)
C (3.573, 2.904, -4.588)
C (2.806, 3.431, -5.807)
C (3.289, 2.858, -1.297)
H (4.577, 2.525, -4.779)
H (3.792, 3.702, -3.878)
H (2.687, 2.665, -6.573)
H (3.231, 4.324, -6.266)
H (1.778, 3.691, -5.553)
H (2.349, 3.249, -1.686)
H (4.068, 3.597, -1.486)
H (3.238, 2.564, -0.249)
O (-2.338, 6.002, 3.439)
S (-3.251, 5.151, 4.219)
O (-4.125, 5.723, 5.196)
O (-4.177, 4.283, 3.088)
C (-3.941, 4.427, 1.725)
C (-4.410, 3.103, 1.035)
C (-2.263, 3.753, 4.998)
H (-2.881, 4.603, 1.539)
H (-4.444, 5.314, 1.340)
H (-5.446, 2.826, 1.231)
H (-3.811, 2.263, 1.387)
H (-4.251, 3.246, -0.034)
H (-2.901, 2.880, 5.140)
H (-1.784, 4.255, 5.839)
H (-1.498, 3.657, 4.229)
O (2.830, -0.990, 0.299)
S (3.801, -0.482, 1.254)
O (4.578, -1.468, 2.044)
O (4.892, 0.546, 0.425)
C (6.186, 0.609, 0.887)
C (6.853, 1.521, -0.116)
C (3.215, 0.708, 2.424)
H (6.758, -0.319, 0.866)
H (6.369, 1.027, 1.877)
H (7.922, 1.611, 0.077)
H (6.408, 2.508, 0.011)
H (6.603, 1.076, -1.079)
H (3.609, 1.696, 2.185)
H (3.598, 0.421, 3.403)
H (2.139, 0.613, 2.573)
O (-2.160, -4.785, 1.940)
S (-2.369, -4.200, 0.622)
O (-1.287, -4.229, -0.361)
O (-3.679, -4.850, -0.059)
C (-3.726, -5.054, -1.489)
C (-4.238, -3.755, -2.140)
C (-2.927, -2.443, 0.756)
H (-4.356, -5.901, -1.759)
H (-2.787, -5.378, -1.936)
H (-4.739, -3.815, -3.106)
H (-3.477, -2.985, -2.261)
H (-4.963, -3.273, -1.484)
H (-2.339, -1.963, 1.538)
H (-3.992, -2.480, 0.986)
H (-2.625, -1.888, -0.132)

Results
E_HOMO (alpha / beta) (eV): -12.112 / -12.112
2S+1: 2
LUMO (alpha / beta) (eV): -6.2 / -5.6
Total energy (Ha): -8311.92565
HOMO-LUMO gap (alpha / beta) (Ha): 0.218 / 0.239
Charge: +1

# C22H29N3O4S

An isolated molecule of C22H29N3O4S in a non-equilibrium geometry (ωB97M-V/def2-TZVPD, the Open Molecules 2025 dataset).

Geometry (Å):
C (5.261, -2.543, -1.316)
C (4.986, -1.236, -1.991)
C (5.996, -0.560, -2.662)
C (5.755, 0.642, -3.304)
C (4.486, 1.194, -3.286)
C (3.464, 0.531, -2.632)
C (3.703, -0.679, -1.988)
C (2.577, -1.336, -1.268)
O (2.635, -1.715, -0.104)
N (1.456, -1.474, -2.005)
C (0.250, -2.098, -1.481)
C (-0.604, -2.657, -2.615)
C (-1.459, -3.871, -2.220)
C (-2.356, -3.570, -1.022)
C (-0.603, -5.109, -1.959)
C (-0.516, -1.033, -0.663)
O (-1.472, -0.433, -1.097)
N (0.063, -0.843, 0.551)
C (-0.311, 0.055, 1.547)
C (0.590, 0.279, 2.592)
C (0.275, 1.146, 3.621)
C (-0.947, 1.804, 3.628)
C (-1.830, 1.571, 2.593)
S (-3.429, 2.377, 2.579)
O (-3.467, 3.362, 3.627)
O (-4.458, 1.380, 2.560)
N (-3.387, 3.104, 1.056)
C (-2.502, 4.243, 1.045)
C (-4.689, 3.343, 0.476)
C (-1.540, 0.711, 1.555)
H (4.762, -3.354, -1.847)
H (4.875, -2.530, -0.299)
H (6.327, -2.748, -1.293)
H (6.990, -0.983, -2.678)
H (6.559, 1.151, -3.814)
H (4.292, 2.136, -3.776)
H (2.476, 0.971, -2.597)
H (1.416, -1.087, -2.934)
H (0.581, -2.891, -0.803)
H (-1.263, -1.858, -2.961)
H (0.049, -2.949, -3.442)
H (-2.104, -4.087, -3.079)
H (-1.770, -3.444, -0.115)
H (-2.924, -2.659, -1.189)
H (-3.054, -4.388, -0.862)
H (0.026, -5.331, -2.819)
H (-1.241, -5.970, -1.774)
H (0.036, -4.975, -1.090)
H (0.966, -1.301, 0.691)
H (1.541, -0.233, 2.584)
H (0.982, 1.309, 4.421)
H (-1.228, 2.487, 4.412)
H (-2.347, 4.566, 0.016)
H (-2.901, 5.077, 1.635)
H (-1.549, 3.936, 1.473)
H (-5.171, 4.235, 0.894)
H (-5.302, 2.471, 0.692)
H (-4.584, 3.460, -0.603)
H (-2.261, 0.562, 0.770)

Results
SMILES: Cc1ccccc1C(=O)N[C@H](CC(C)C)C(=O)Nc1cccc(S(=O)(=O)N(C)C)c1
E_HOMO (eV): -8.786
2S+1: 1
LUMO (eV): 0.6
Total energy (Ha): -1719.18511
HOMO-LUMO gap (Ha): 0.343

# C5H12O3

A cluster of 2 separate species, C5H12O3 in total in a non-equilibrium geometry (ωB97M-V/def2-TZVPD, the Open Molecules 2025 dataset).

Geometry (Å):
C (3.281, -0.126, -0.036)
O (4.349, 0.177, 0.725)
C (1.871, 0.021, 0.569)
C (0.771, -0.069, -0.515)
C (-0.652, -0.679, -0.248)
C (-1.429, 0.353, 0.708)
O (-2.752, -0.066, 0.819)
H (3.344, -1.179, -0.385)
H (3.359, 0.447, -0.983)
H (1.699, 0.946, 1.127)
H (1.768, -0.755, 1.345)
H (0.516, 0.992, -0.548)
H (1.159, -0.415, -1.482)
H (-1.242, -0.593, -1.159)
H (-0.640, -1.704, 0.121)
H (-1.013, 0.142, 1.690)
H (-1.286, 1.347, 0.277)
H (-3.290, 0.155, -0.009)
H (-5.377, 0.423, -1.033)
O (-4.436, 0.584, -0.985)

Results
E_HOMO (alpha / beta) (eV): -3.120 / -3.120
2S+1: 2
LUMO (alpha / beta) (eV): 3.0 / 0.7
Total energy (Ha): -423.32426
HOMO-LUMO gap (alpha / beta) (Ha): 0.226 / 0.139
Charge: -1

# C21H29N10O2SSbTi

A structure of composition C21H29N10O2SSbTi (ωB97M-V/def2-TZVPD, the Open Molecules 2025 dataset).

Geometry (Å):
Ti (0.330, 0.069, 0.427)
C (3.357, -0.393, -1.448)
C (2.849, 1.009, -1.318)
C (3.292, 2.016, -2.171)
C (2.835, 3.306, -2.006)
C (1.991, 3.597, -0.934)
C (1.605, 2.565, -0.109)
N (1.990, 1.290, -0.329)
Sb (0.686, 3.080, 1.795)
C (-1.177, 1.947, 1.908)
C (-2.294, 2.663, 2.276)
C (-3.452, 1.956, 2.605)
C (-3.421, 0.577, 2.624)
C (-2.259, -0.094, 2.248)
C (-2.131, -1.577, 2.387)
N (-1.187, 0.599, 1.841)
C (1.803, 1.470, 2.694)
C (2.720, 1.789, 3.672)
C (3.455, 0.769, 4.269)
C (3.224, -0.530, 3.869)
C (2.300, -0.795, 2.861)
C (2.022, -2.202, 2.445)
N (1.620, 0.194, 2.260)
H (4.436, -0.404, -1.282)
H (2.896, -1.056, -0.716)
H (3.180, -0.786, -2.449)
H (3.990, 1.772, -2.961)
H (3.153, 4.089, -2.682)
H (1.658, 4.608, -0.744)
H (-2.268, 3.743, 2.316)
H (-4.356, 2.483, 2.880)
H (-4.284, 0.005, 2.934)
H (-1.945, -1.815, 3.437)
H (-3.039, -2.085, 2.073)
H (-1.304, -1.968, 1.792)
H (2.857, 2.819, 3.972)
H (4.187, 0.986, 5.035)
H (3.759, -1.353, 4.322)
H (1.651, -2.247, 1.423)
H (1.266, -2.639, 3.102)
H (2.918, -2.817, 2.517)
N (0.515, -3.226, -0.449)
N (0.797, -2.971, -1.801)
C (0.454, -1.762, -2.295)
N (0.357, -1.617, -3.615)
N (0.263, -0.760, -1.454)
N (-0.382, 0.387, -1.976)
O (-0.761, 1.061, -0.839)
O (0.043, 1.005, -2.966)
H (1.171, -3.927, -0.127)
H (-0.433, -3.590, -0.375)
H (0.741, -3.750, -2.442)
H (0.381, -2.403, -4.241)
H (0.242, -0.680, -3.978)
C (-4.059, 0.920, -3.223)
N (-3.435, 0.107, -2.193)
C (-3.476, -1.223, -2.138)
N (-4.157, -1.872, -3.093)
S (-2.686, -2.079, -0.899)
H (-3.864, 1.965, -3.000)
H (-5.141, 0.776, -3.239)
H (-3.646, 0.698, -4.210)
H (-2.852, 0.554, -1.502)
H (-4.712, -1.391, -3.782)
H (-4.272, -2.865, -2.995)

Results
E_HOMO (alpha / beta) (eV): -13.050 / -13.092
2S+1: 3
LUMO (alpha / beta) (eV): -5.8 / -5.7
Total energy (Ha): -3003.05863
HOMO-LUMO gap (alpha / beta) (Ha): 0.268 / 0.273
Charge: +2

# C27H17Cl3N3O4PdS2Si

A structure of composition C27H17Cl3N3O4PdS2Si in a non-equilibrium geometry (ωB97M-V/def2-TZVPD, the Open Molecules 2025 dataset).

Geometry (Å):
Pd (-1.483, -0.642, -0.693)
O (-3.913, 1.362, 2.300)
C (-3.214, 0.579, 1.516)
O (-3.337, 0.553, 0.299)
C (-2.278, -0.327, 2.243)
C (-2.123, -0.267, 3.610)
C (-1.297, -1.226, 4.223)
C (-0.805, -2.259, 3.477)
C (-1.074, -2.317, 2.080)
N (-1.699, -1.258, 1.472)
C (-0.830, -3.448, 1.289)
O (-0.376, -4.625, 1.674)
O (-1.134, -3.379, -0.002)
H (-4.599, 1.843, 1.815)
H (-2.635, 0.493, 4.180)
H (-1.090, -1.162, 5.283)
H (-0.215, -3.035, 3.947)
H (-0.273, -4.720, 2.631)
S (2.762, -4.703, -0.937)
C (4.223, -5.548, -1.018)
C (5.317, -4.718, -0.988)
C (4.960, -3.370, -0.892)
C (3.590, -3.166, -0.846)
C (2.879, -1.921, -0.806)
C (1.457, -1.891, -0.809)
N (0.753, -0.788, -0.813)
C (1.382, 0.417, -0.825)
C (2.794, 0.498, -0.811)
C (3.420, 1.790, -0.850)
C (2.688, 2.920, -0.917)
C (1.255, 2.864, -0.938)
C (0.457, 3.994, -1.027)
C (-0.940, 3.883, -1.086)
C (-1.488, 2.569, -1.014)
N (-0.746, 1.499, -0.901)
C (0.612, 1.602, -0.879)
C (-1.789, 5.021, -1.204)
C (-3.175, 5.070, -1.423)
C (-3.667, 6.358, -1.471)
C (-2.666, 7.316, -1.281)
S (-1.136, 6.651, -1.057)
C (3.527, -0.686, -0.785)
H (4.231, -6.625, -1.088)
H (6.334, -5.074, -1.039)
H (5.691, -2.575, -0.848)
H (0.897, -2.819, -0.813)
H (4.501, 1.838, -0.844)
H (3.168, 3.889, -0.968)
H (0.931, 4.967, -1.078)
H (-2.558, 2.411, -1.053)
H (-3.795, 4.199, -1.581)
H (-4.702, 6.614, -1.645)
H (-2.800, 8.389, -1.263)
H (4.607, -0.635, -0.763)
Cl (-1.567, -5.391, -2.181)
Si (-2.347, -4.100, -0.921)
Cl (-3.872, -4.616, 0.226)
Cl (-2.814, -2.294, -1.908)

Results
E_HOMO (alpha / beta) (eV): -15.003 / -15.127
2S+1: 5
LUMO (alpha / beta) (eV): -9.1 / -11.5
Total energy (Ha): -4097.89363
HOMO-LUMO gap (alpha / beta) (Ha): 0.217 / 0.134
Charge: +3

# C3H5NO2

An isolated molecule of C3H5NO2 in a non-equilibrium geometry (ωB97M-V/def2-TZVPD, the Open Molecules 2025 dataset).

Geometry (Å):
O (-0.691, 1.307, 1.857)
N (0.259, 0.311, 1.618)
C (0.045, -0.090, 0.436)
C (0.589, -1.250, -0.275)
O (0.576, -0.479, -1.490)
C (-0.162, 0.607, -0.901)
H (-1.406, 0.939, 1.311)
H (-0.071, -2.127, -0.363)
H (1.559, -1.531, 0.123)
H (0.419, 1.538, -0.899)
H (-1.117, 0.774, -1.417)

Results
SMILES: ON=C1COC1
E_HOMO (eV): -9.751
2S+1: 1
LUMO (eV): 0.5
Total energy (Ha): -322.40131
HOMO-LUMO gap (Ha): 0.376

# C26H28NO2

A cluster of 2 separate species, C26H28NO2 in total in a non-equilibrium geometry (ωB97M-V/def2-TZVPD, the Open Molecules 2025 dataset).

Geometry (Å):
C (3.590, 0.071, 3.237)
O (2.265, 0.547, 3.224)
C (1.367, -0.465, 3.220)
C (-0.015, -0.230, 3.216)
C (-0.979, -1.267, 3.213)
C (-2.320, -0.967, 3.219)
C (-2.745, 0.355, 3.228)
C (-1.817, 1.386, 3.231)
C (-0.475, 1.102, 3.225)
H (4.277, 0.918, 3.263)
H (3.746, -0.550, 4.119)
H (3.776, -0.515, 2.337)
H (1.738, -1.479, 3.227)
H (-0.658, -2.293, 3.210)
H (-3.053, -1.757, 3.220)
H (-3.797, 0.585, 3.236)
H (-2.147, 2.412, 3.240)
H (0.258, 1.890, 3.232)
C (-1.205, -3.761, -0.862)
C (-0.081, -4.207, -1.529)
C (0.726, -3.315, -2.196)
C (0.408, -1.951, -2.228)
C (1.266, -0.953, -2.861)
C (2.610, -0.804, -2.636)
N (3.309, 0.315, -3.122)
C (2.573, 1.482, -3.662)
C (3.476, 2.467, -4.403)
O (4.636, 2.800, -3.658)
C (5.408, 1.652, -3.347)
C (4.615, 0.648, -2.514)
C (3.295, -1.729, -1.707)
C (2.872, -1.833, -0.382)
C (3.490, -2.703, 0.486)
C (4.548, -3.476, 0.049)
C (4.986, -3.378, -1.258)
C (4.366, -2.512, -2.130)
C (-0.755, -1.528, -1.573)
C (-1.540, -2.421, -0.885)
H (-1.828, -4.459, -0.329)
H (0.163, -5.256, -1.529)
H (1.614, -3.659, -2.698)
H (0.765, -0.211, -3.455)
H (1.802, 1.126, -4.353)
H (2.065, 1.976, -2.828)
H (3.798, 2.053, -5.366)
H (2.951, 3.406, -4.616)
H (5.747, 1.203, -4.289)
H (6.302, 1.998, -2.813)
H (4.429, 1.040, -1.509)
H (5.195, -0.273, -2.396)
H (2.041, -1.232, -0.055)
H (3.148, -2.781, 1.505)
H (5.037, -4.150, 0.732)
H (5.823, -3.969, -1.592)
H (4.704, -2.429, -3.148)
H (-1.000, -0.480, -1.579)
H (-2.414, -2.073, -0.360)

Results
E_HOMO (eV): -9.499
2S+1: 1
LUMO (eV): -5.8
Total energy (Ha): -1212.45992
HOMO-LUMO gap (Ha): 0.136
Charge: +1